Molecular formula: C49H55BaN11O2P2Se2
Method: DFT, ωB97M-V with the def2-TZVPD basis set

Last column: Löwdin charge in e.
Geometry (Å):
H -6.6147 -2.3951 -6.5309  0.1247
H -4.8440 -4.2079 -7.1650  0.1133
H 7.2124 -1.6591 8.4649  0.1268
C -5.2115 -1.4651 -5.1522  -0.1267
Se -0.0433 -2.7705 -1.1091  0.4614
H 5.5843 -8.6036 0.5020  0.0726
C -2.8905 4.8133 -3.7550  -0.1163
C -3.0694 6.2572 -5.7804  -0.0619
H -0.7910 0.4302 -5.6695  0.0713
H -3.4013 7.1833 -6.3046  0.1199
H 3.4668 -7.2377 1.1762  0.1124
H -2.0308 -2.4288 -4.4771  0.1142
C 3.9871 -2.1690 7.1054  -0.1311
C 7.2323 -2.5474 6.5400  -0.0968
H 4.1228 -1.2805 6.5082  0.0617
H 0.5630 4.5293 -4.5274  0.1051
C -3.9008 -1.2547 -4.7436  -0.3877
H -5.4986 1.8938 3.6468  0.1276
P -3.6113 0.0537 -3.5364  0.9736
H -2.7787 -4.1735 -5.8388  0.0933
C 1.2400 4.1585 -0.0807  -0.0648
H 5.4198 -3.1629 8.5042  0.1144
C -0.7993 -1.2309 -0.6479  -1.0105
C -5.7185 1.5677 -2.7492  -0.1803
C -1.2303 4.1790 0.9255  -0.2148
H 5.3455 -8.7072 2.2497  0.0778
H -6.0610 -0.8770 -4.7254  0.1209
C 0.4273 3.0734 -0.1719  -0.1467
C -2.0619 3.9465 -4.4309  -0.4094
H -6.3097 3.1117 -6.3378  0.1184
C -6.0647 2.7397 -5.3428  -0.0250
N -1.4141 -0.2113 -0.4119  -0.2715
H 0.8062 2.1150 -0.5530  0.1217
C -3.4034 -3.3263 -5.8006  -0.0882
C -3.3091 6.0170 -4.4097  -0.0686
C -4.0044 2.9290 2.8566  -0.5009
C 5.5285 -8.0147 1.4075  -0.1195
H 4.2253 -7.0826 3.5859  0.1038
H 5.3871 -5.7311 3.2210  0.1514
C -2.3294 4.0445 1.9217  -0.2961
H 2.9110 4.3003 -4.5976  0.0973
H 2.3618 -5.3552 2.7102  0.1714
C 0.2196 2.4200 -3.8849  -0.3952
C 2.9759 2.1218 -4.3203  -0.0581
C 2.1420 -6.0020 8.2021  -0.0348
H -3.8865 6.7606 -3.8762  0.0956
H 6.5587 -7.6662 1.5740  0.0824
N -3.0673 5.6189 4.8375  0.1884
H -1.0655 3.5830 -6.4004  0.0939
C -3.2316 4.7643 3.8175  -0.4055
H 4.9147 -1.5689 8.9197  0.1210
N -4.3068 -0.5283 0.3553  -0.0723
H 4.0212 2.0082 -4.4186  0.0929
C 2.1945 1.0490 -4.0285  -0.0923
H 1.2767 6.3167 0.0565  0.1266
H 2.7159 -3.9544 8.7229  0.1183
C -1.7052 4.2152 -5.8137  -0.0738
H 3.7795 -4.2668 2.4917  0.0885
C 3.1425 -4.4492 6.7163  -0.1582
C -2.2702 5.3141 -6.4798  -0.0682
N 3.4545 -4.6493 4.4902  0.0151
H -3.3010 4.5943 -2.7611  0.0840
C -4.9965 1.1125 -3.8845  -0.4545
P -1.5449 2.4997 -3.5722  0.9295
H -2.5215 6.4076 4.5887  0.1008
C 1.9754 -6.8800 7.1521  -0.0372
C -0.5619 5.4433 0.7521  0.0093
H -6.9053 3.2111 -2.0145  0.1220
C 2.3644 -6.5525 5.8204  0.0182
C 0.8328 1.1744 -3.8015  -0.1161
C -4.6441 -3.3347 -6.5328  -0.0267
H 2.3865 4.0355 -0.1501  0.1482
Se 4.3425 -1.8595 3.9211  0.9675
H 8.1788 -2.1613 6.1739  0.0807
C 2.7096 -4.7276 7.9754  0.0196
H -1.8265 1.5941 -6.4090  0.0757
H 7.3283 -3.5331 6.9725  0.0757
N -2.3270 1.1092 -4.3996  -0.4551
O -5.1734 -1.3129 0.5744  0.0510
C 2.9389 -5.3410 5.6181  -0.1137
H -7.0338 4.3439 -4.2573  0.1004
H -2.2540 5.4147 -7.5696  0.1105
H 2.2085 -7.3276 5.0398  0.1364
H -2.3555 -0.0782 -6.1481  0.0485
N 3.7225 -3.3274 6.2163  -0.0180
Ba -3.1206 1.6217 -0.6336  1.5642
H 4.8034 -6.1293 0.7728  0.1195
C 2.3460 3.4014 -4.3643  -0.0485
H 6.4277 -0.6023 7.2200  0.1126
C 0.9537 3.5504 -4.2625  -0.0835
N -4.1465 3.7868 3.8726  0.1909
C 6.5374 -1.6401 7.5684  -0.2503
C 3.4474 -5.1553 3.0559  -0.1552
H 6.6149 -2.7783 5.6821  0.0197
C -2.9952 -2.3400 -4.9796  -0.0957
N -3.1080 2.9245 1.8658  0.0174
O 5.5779 4.6278 -3.6344  -0.0959
H 1.4968 -7.8243 7.3489  0.1149
H -4.8056 1.0971 -5.9740  0.1195
H 5.6788 5.0911 -2.7630  0.0538
C -5.5585 -2.3370 -6.1724  -0.0728
H 0.2451 0.2406 -3.6518  0.1126
C 3.9619 -3.4335 4.8826  -0.5826
C 4.4732 -6.9336 1.4868  -0.2412
H -1.0221 6.2344 1.3306  0.1058
C 5.2094 -2.1920 8.0630  -0.1922
N -4.8157 1.8766 2.8760  0.1404
C -6.4987 3.4243 -4.1543  -0.0548
H 1.8586 -6.1924 9.2487  0.1289
C 0.7568 5.3962 0.3527  -0.0426
H 6.5235 4.3862 -3.8171  0.0607
C -6.4068 2.7864 -2.9260  -0.0956
H -3.7896 5.7818 5.5283  0.1259
H -5.7940 1.0169 -1.8522  0.0464
C -5.2455 1.6599 -5.1451  -0.0981
N -2.4452 5.0654 2.7383  0.1758
C -1.8447 0.7343 -5.7096  -0.1804
C 4.4112 -6.2461 2.9096  -0.2128
H 3.1221 -1.9939 7.7719  0.1318
H 2.6134 0.0603 -4.1179  0.1098
N -0.8562 3.0596 0.2485  -0.0195
H -4.4413 0.9322 2.5923  0.1118

Atoms 1-2, force components in eV/Å:
1.07 0.20 0.30
-0.15 0.71 0.07

Output
**E_LUMO (spin up / spin down)**: -5.2 / -7.5 eV
**Net charge**: +2
**ΔE to the lowest compared entry with this formula, charge and spin**: 0.114 eV